Entry 1:
Density functional theory data (the ωB97M-V functional and the def2-TZVPD basis) for a cluster of 2 separate species, C29H26N3O in total in a non-equilibrium geometry.

Geometry as XYZ:
```
59
C29H26N3O (the ωB97M-V functional and the def2-TZVPD basis)
C 1.001 4.768 -1.139
O 0.852 3.614 -1.986
C 1.902 2.892 -2.240
C 1.817 1.820 -3.163
C 2.989 1.068 -3.412
C 2.955 0.007 -4.301
C 1.773 -0.335 -4.973
C 1.755 -1.480 -5.940
C 0.616 0.419 -4.729
C 0.614 1.482 -3.847
H 0.014 5.229 -1.140
H 1.285 4.452 -0.127
H 1.759 5.453 -1.540
H 2.848 3.168 -1.761
H 3.893 1.368 -2.879
H 3.851 -0.584 -4.497
H 0.754 -1.591 -6.364
H 2.465 -1.315 -6.759
H 2.033 -2.418 -5.445
H -0.298 0.148 -5.257
H -0.278 2.077 -3.662
C -2.046 5.040 2.812
C -1.574 4.625 1.554
C -1.176 3.301 1.354
C -1.341 2.380 2.396
N -1.047 1.040 2.155
C -0.190 0.535 1.252
N -0.255 -0.815 1.479
C 0.710 -1.768 1.096
C 1.474 -1.473 -0.026
C 2.369 -2.442 -0.505
C 2.532 -3.653 0.187
C 1.813 -3.900 1.362
C 0.918 -2.933 1.841
C -1.349 -1.074 2.331
C -2.017 -2.358 2.445
C -2.800 -2.561 3.596
C -3.370 -3.809 3.835
C -3.227 -4.852 2.908
C -2.541 -4.619 1.709
C -1.976 -3.372 1.450
N -1.745 0.063 2.861
C -1.847 2.762 3.643
C -2.166 4.109 3.855
H -2.313 6.089 2.978
H -1.512 5.338 0.733
H -0.785 2.917 0.410
H 1.309 -0.505 -0.508
H 2.932 -2.241 -1.418
H 3.225 -4.408 -0.186
H 1.929 -4.837 1.910
H 0.358 -3.110 2.764
H -2.912 -1.728 4.292
H -3.926 -3.980 4.754
H -3.649 -5.841 3.111
H -2.438 -5.419 0.976
H -1.480 -3.188 0.494
H -1.971 2.013 4.425
H -2.515 4.434 4.835
```

The frontier orbital gap comes out at 5.141 eV. Its total charge is +1. The calculation puts the LUMO energy at -0.191 hartree. The calculation puts the HOMO energy at -10.33 eV. The electronic energy comes out at -1359.874960 a.u. The strongest force on any atom is 2.60 eV/A.

Atom charges from the natural (NBO) analysis, given in e for atoms 1 to 6: -0.274, -0.396, 0.478, -0.244, -0.088, -0.188


Entry 2:
Density functional theory data (the ωB97M-V functional and the def2-TZVPD basis) for a cluster of 3 separate species, C25H52N7O4 in total in a non-equilibrium geometry.

Geometry as XYZ:
```
88
C25H52N7O4 (the ωB97M-V functional and the def2-TZVPD basis)
C -6.683 -0.104 6.721
C -6.174 0.203 5.281
C -5.933 -1.052 4.409
C -4.953 -2.091 5.024
C -3.511 -2.040 4.426
C -3.145 -3.305 3.577
C -2.434 -2.893 2.239
C -0.956 -2.563 2.572
C 0.032 -2.530 1.367
N 0.234 -1.206 0.758
C 0.882 -0.060 1.495
C 1.408 -0.419 2.910
C 2.540 0.609 3.200
N 2.257 1.921 3.665
O 3.644 0.283 2.979
C -0.092 -0.953 -0.461
N -0.653 -1.856 -1.384
C -2.103 -2.204 -1.164
N -2.956 -1.134 -0.759
N 0.196 0.363 -0.947
C 1.257 0.303 -1.979
N 2.013 1.529 -2.008
C 1.428 2.569 -2.890
O -0.949 0.921 -1.565
C -1.450 1.792 -0.722
N -1.743 2.660 -0.084
H -6.976 -1.152 6.869
H -7.497 0.578 7.005
H -5.866 0.112 7.433
H -6.962 0.802 4.790
H -5.285 0.858 5.290
H -5.624 -0.720 3.401
H -6.916 -1.540 4.282
H -5.384 -3.087 4.833
H -4.883 -1.926 6.110
H -3.412 -1.120 3.824
H -2.784 -1.962 5.254
H -2.548 -4.024 4.152
H -4.104 -3.748 3.261
H -2.920 -1.966 1.904
H -2.564 -3.744 1.555
H -0.596 -3.354 3.254
H -0.939 -1.637 3.165
H 1.015 -2.844 1.756
H -0.265 -3.310 0.660
H 1.746 0.325 0.932
H 0.149 0.757 1.529
H 0.611 -0.240 3.650
H 1.863 -1.410 2.994
H 2.185 2.592 2.906
H 1.437 1.948 4.264
H -0.083 -2.702 -1.428
H -2.161 -3.084 -0.507
H -2.479 -2.553 -2.140
H -3.042 -0.402 -1.451
H -2.777 -0.782 0.173
H 1.974 -0.498 -1.698
H 0.837 0.026 -2.966
H 2.973 1.350 -2.278
H 2.150 3.001 -3.594
H 0.994 3.358 -2.250
H 0.583 2.139 -3.455
C 3.119 4.528 -7.963
C 1.756 5.096 -7.598
C 1.160 3.970 -6.770
O 2.256 3.310 -6.121
C 3.487 3.765 -6.701
H 3.854 5.286 -8.229
H 3.021 3.837 -8.804
H 1.879 5.990 -6.982
H 1.144 5.358 -8.460
H 0.651 3.237 -7.403
H 0.455 4.330 -6.018
H 3.983 4.417 -5.974
H 4.135 2.910 -6.900
C 5.736 -0.711 -1.845
C 5.612 -1.172 -0.399
C 4.106 -1.216 -0.214
O 3.539 -1.533 -1.496
C 4.560 -1.414 -2.503
H 6.690 -0.964 -2.305
H 5.605 0.373 -1.902
H 6.031 -2.174 -0.291
H 6.107 -0.517 0.316
H 3.715 -0.239 0.095
H 3.794 -1.963 0.518
H 4.831 -2.422 -2.830
H 4.166 -0.866 -3.361
```

The frontier orbital gap comes out at 7.505 eV. Its total charge is +1. The calculation puts the LUMO energy at -0.141 hartree. The calculation puts the HOMO energy at -11.35 eV. The electronic energy comes out at -1667.603432 a.u. The strongest force on any atom is 4.88 eV/A.

Atom charges from the Mulliken analysis, given in e for atoms 1 to 6: -1.094, -0.472, -0.829, -0.615, -0.657, -1.141